# 1
Here is a 2-piece molecular cluster, C4H12N2OS5 overall at a distorted geometry from the OMol25 dataset. Energies are from wB97M-V/def2-TZVPD.

Last column: Mulliken charge in e.
Cartesian coordinates (Å):
C -3.512 1.650 0.350  -0.8251
C 3.895 1.152 0.458  -0.7486
C -2.440 -0.875 -0.138  0.2992
C 1.602 -0.331 -0.279  0.2990
N -1.971 -1.753 -0.963  -0.2645
N 1.786 0.572 -1.263  -0.6757
O 0.094 -0.803 1.867  -0.3586
S -3.055 -1.117 1.418  -0.4011
S 1.250 -2.112 -0.933  -0.2988
S -2.658 0.663 -0.926  -0.1175
S 3.154 -0.502 0.691  -0.0037
S 0.184 0.206 0.621  0.1378
H -4.510 1.832 0.146  0.3624
H -2.899 2.678 0.273  0.2348
H -3.281 1.202 1.218  0.3252
H 3.052 1.662 0.266  0.2644
H 4.548 0.985 -0.404  0.2374
H 4.438 1.593 1.395  0.2965
H -1.754 -1.354 -1.841  0.1426
H -1.677 -2.643 -0.710  0.2269
H 2.328 0.388 -2.088  0.2386
H 0.803 0.683 -1.634  0.2016
H -0.795 -1.298 2.087  0.2737
H 1.419 -2.477 0.388  0.1536

**Strongest force on any atom**: 6.32 eV/A
**E_tot**: -2335.1912 Ha
**SMILES string**: CS[C@@](N)(S)SO.CSC(N)=S
**E_HOMO**: -8.012 eV

---

# 2
Here is a 2-piece molecular cluster, H3O4PSi overall at a distorted geometry from the OMol25 dataset. Energies are from wB97M-V/def2-TZVPD.

Last column: Mulliken charge in e.
Cartesian coordinates (Å):
O -2.235 0.505 -1.227  -0.6734
O -2.335 0.450 1.373  -0.6813
O -1.733 -1.622 0.050  -0.6970
O 2.374 1.449 0.012  -0.9122
Si 0.506 -0.041 -0.162  0.4502
P -1.880 -0.139 0.085  0.6701
H 3.078 0.775 0.114  0.1915
H 1.040 -0.711 0.972  -0.1620
H 1.184 -0.666 -1.218  -0.1860

**Strongest force on any atom**: 2.79 eV/A
**E_tot**: -933.6290 Ha
**Total charge**: -2
**Energy above the lowest of the compared OMol25 structures with the same formula, charge and spin**: 2.014 eV
**E_HOMO**: -0.014 eV

---

# 3
Here is C4H14N3Pt as an isolated structure at a distorted geometry from the OMol25 dataset. Energies are from wB97M-V/def2-TZVPD.

Last column: Mulliken charge in e.
Cartesian coordinates (Å):
C -1.147 0.693 -3.624  -1.0903
Pt -0.046 0.827 -1.921  0.0280
N 0.828 -1.069 -2.293  -0.9087
H -1.233 1.803 -1.456  -0.0662
H 1.445 1.464 -1.756  -0.1960
H -1.387 1.757 -3.795  0.2692
H -2.081 0.105 -3.758  0.3122
H -0.379 0.341 -4.345  0.1975
H 0.368 -1.728 -1.664  0.3303
H 1.808 -1.046 -2.041  0.3148
H 0.726 -1.454 -3.224  0.3043
C -0.967 0.508 3.158  -1.3098
N 0.074 -0.243 2.388  2.2751
C 1.150 -0.899 3.184  -2.6704
C 0.155 -0.134 1.094  -1.9658
N 0.147 0.159 -0.043  0.6463
H -0.713 0.379 4.203  0.3927
H -1.971 0.086 2.933  0.2351
H -0.951 1.582 2.860  0.2790
H 1.157 -1.977 2.976  0.5273
H 2.125 -0.465 2.911  0.4215
H 0.893 -0.690 4.211  0.6740

**Strongest force on any atom**: 4.25 eV/A
**⟨S²⟩**: 2.004
**E_tot**: -444.1844 Ha
**Multiplicity**: 3
**Total charge**: -1
**Energy above the lowest of the compared OMol25 structures with the same formula, charge and spin**: 0.397 eV
**E_HOMO (spin up / spin down)**: 0.638 / -4.321 eV

---

# 4
Here is an isolated molecule of C6H8N2 at a distorted geometry from the OMol25 dataset. Energies are from wB97M-V/def2-TZVPD.

Last column: Mulliken charge in e.
Cartesian coordinates (Å):
C -2.822 -0.107 -0.180  0.0917
C 1.689 0.243 0.240  -0.6117
C 0.900 0.031 -1.042  -0.7220
C 0.667 -0.050 1.301  -0.4821
C -1.544 -0.625 -0.029  -0.1073
C -0.514 0.486 -0.588  -0.1623
N -3.793 0.427 -0.428  -0.4717
N -0.620 0.384 0.826  -0.2951
H 2.570 -0.356 0.341  0.3603
H 1.928 1.246 0.177  0.3123
H 1.363 0.419 -1.925  0.3867
H 0.807 -1.035 -1.206  0.2477
H 0.796 -1.138 1.446  0.2357
H 0.841 0.365 2.326  0.3300
H -1.282 -1.648 -0.187  0.4949
H -0.986 1.358 -1.070  0.3928

**Strongest force on any atom**: 5.26 eV/A
**E_tot**: -342.8467 Ha
**Energy above the lowest of the compared OMol25 structures with the same formula, charge and spin**: 2.374 eV
**SMILES string**: N#C[C@H]1[C@@H]2CCCN12
**E_HOMO**: -9.393 eV

---

# 5
Here is C31H19MoN2O5PS2 as an isolated structure from the OMol25 dataset. Energies are from wB97M-V/def2-TZVPD.

Last column: Mulliken charge in e.
Cartesian coordinates (Å):
Mo -1.571 -0.253 0.928  -0.8258
S -3.582 -1.549 0.563  -0.2893
C -4.714 -0.466 1.325  0.6681
C -5.974 -1.038 1.725  -0.1672
N -6.979 -1.509 2.024  -0.4489
C -4.474 0.853 1.515  0.5893
S -3.005 1.645 0.998  -0.2620
C -5.467 1.700 2.124  -0.1471
N -6.232 2.401 2.618  -0.4528
O -2.099 -0.469 3.115  -0.6170
C -1.088 0.150 2.846  1.3522
C 0.017 0.697 3.622  -0.1718
C -0.022 1.028 4.967  -0.6735
C 1.141 1.498 5.560  -0.6732
C 2.312 1.591 4.813  -0.6648
C 2.349 1.221 3.471  -0.8080
C 1.184 0.780 2.864  0.3031
P 0.952 0.215 1.122  1.8488
C 2.607 0.424 0.426  0.5273
C 2.980 1.690 -0.018  -0.2592
C 4.259 1.905 -0.505  -0.8726
C 5.165 0.853 -0.562  -0.4191
C 4.791 -0.411 -0.129  -0.9067
C 3.512 -0.628 0.368  -0.1353
C 0.672 -1.598 1.360  0.0490
C 0.104 -2.331 0.302  0.2246
C -0.367 -3.630 0.515  -0.6712
C -0.257 -4.219 1.756  -0.7116
C 0.366 -3.524 2.795  -0.5968
C 0.818 -2.237 2.605  -0.9915
H -0.945 0.936 5.524  0.5516
H 1.139 1.789 6.601  0.4165
H 3.215 1.956 5.285  0.4412
H 3.275 1.282 2.913  0.4674
H 2.266 2.505 0.001  0.4555
H 4.544 2.888 -0.854  0.4147
H 6.161 1.018 -0.951  0.4016
H 5.493 -1.233 -0.181  0.4101
H 3.224 -1.618 0.699  0.4395
H 0.126 -1.934 -0.703  0.5374
H -0.813 -4.169 -0.310  0.4795
H -0.637 -5.217 1.922  0.4153
H 0.488 -3.993 3.763  0.4301
H 1.282 -1.712 3.431  0.4618
O 0.769 -0.156 -1.658  -0.6402
C -0.406 0.057 -1.924  0.9121
O -1.367 -0.043 -1.046  -0.1616
C -0.851 0.406 -3.301  -0.0729
C -2.189 0.629 -3.588  -0.6206
C -2.604 0.964 -4.882  -1.0198
C -1.624 1.057 -5.836  0.9621
O -1.768 1.376 -7.154  -0.5001
C -0.458 1.300 -7.729  -0.2445
O 0.464 1.002 -6.681  -0.5065
C -0.289 0.833 -5.549  0.9993
C 0.137 0.505 -4.295  -1.1709
H -2.915 0.544 -2.791  0.4977
H -3.643 1.144 -5.120  0.4402
H -0.205 2.264 -8.170  0.2480
H -0.441 0.501 -8.471  0.2545
H 1.177 0.330 -4.059  0.5040

**Strongest force on any atom**: 0.79 eV/A
**⟨S²⟩**: 2.027
**E_tot**: -2884.3683 Ha
**Multiplicity**: 3
**Energy above the lowest of the compared OMol25 structures with the same formula, charge and spin**: 0.049 eV
**E_HOMO (spin up / spin down)**: -7.613 / -8.128 eV

---

# 6
Here is a 3-piece molecular cluster, C4H10O3 overall at a distorted geometry from the OMol25 dataset. Energies are from wB97M-V/def2-TZVPD.

Last column: Mulliken charge in e.
Cartesian coordinates (Å):
C -1.084 0.034 1.430  -0.9899
C 1.524 0.809 0.914  -0.6618
O 0.642 -0.220 0.400  -0.2445
H 1.349 0.899 1.986  0.3410
H -2.066 -0.233 1.054  0.4360
H -1.045 1.087 1.680  0.4108
H -0.744 -0.675 2.175  0.2772
H 1.347 1.770 0.435  0.3054
H 2.527 0.446 0.715  0.2662
C -1.053 -1.137 -1.264  -1.1272
C -0.402 0.124 -0.772  0.9081
O 1.630 -0.368 -1.526  -0.6786
O -0.684 1.265 -1.070  -0.5093
H 1.652 0.520 -1.922  0.2704
H -0.839 -1.994 -0.628  0.2993
H -0.630 -1.353 -2.247  0.3031
H -2.125 -0.973 -1.360  0.3939

**Strongest force on any atom**: 3.15 eV/A
**E_tot**: -383.8939 Ha
**Energy above the lowest of the compared OMol25 structures with the same formula, charge and spin**: 6.958 eV
**E_HOMO (spin up / spin down)**: -9.533 / -7.432 eV